348
Properties=species:S:1:pos:R:3:forces:R:3 method="wB97M-V/def2-TZVPD" e_tot_ha=-8387.93946 multiplicity=1
P -1.59074 5.48549 3.06757 -1.461 0.188 3.113
P -2.37205 -5.46268 4.06644 -1.062 -2.073 -0.260
P 7.62885 0.53651 4.14123 -0.695 1.109 -0.224
P -4.40007 4.18901 -4.94770 -1.400 -0.322 -3.865
P 0.53491 0.62255 0.59933 -0.631 -1.512 -2.181
P -7.51563 -0.92071 -0.62633 -0.863 0.624 -0.615
O -1.14775 -5.22167 4.88608 -1.196 0.256 -0.252
O -4.43473 -0.63852 4.73834 2.738 2.515 0.246
O -5.66022 8.19238 0.16545 0.126 -2.016 -2.657
O 2.22077 8.72371 4.25423 1.578 -2.346 -0.400
O -8.60228 -1.49709 -1.52775 1.811 1.123 1.996
O 2.46320 -5.54555 1.89987 -4.032 4.971 -1.738
O 1.63777 0.46122 -9.80003 1.160 -1.975 -0.117
O 0.55635 1.44453 1.80653 0.403 0.665 0.632
O 8.20723 -0.46965 5.07883 -0.848 1.238 -0.312
O 7.32965 5.34000 -2.27315 0.605 -2.117 0.355
O 6.21663 -4.48655 -6.68174 -1.446 0.025 1.759
O -0.90607 5.67605 1.78421 0.344 -0.698 -0.261
O -3.60373 -6.92124 -5.72233 1.591 -1.372 -1.639
O 2.53670 -5.78060 -0.68349 -1.307 -0.581 -0.330
O 6.51753 2.95346 -4.83948 0.198 0.407 0.019
O -4.14392 4.81780 -3.65452 0.167 0.569 0.421
O 1.25676 -2.09240 -5.28070 1.525 -2.049 1.242
O 0.33203 4.03243 -4.28896 -0.037 -1.083 -0.891
O 0.09087 -3.25081 8.77140 -0.320 -0.665 -3.090
N -2.34598 0.49977 4.89628 0.575 -1.487 1.809
N 8.81528 1.31998 3.16991 -0.998 0.894 0.312
N -0.61510 4.93676 4.42003 -2.909 2.246 -0.515
N -2.28826 6.96221 3.71902 0.182 -2.078 -0.855
N 3.16123 7.08255 2.93852 0.577 -0.199 0.846
N -7.87516 -0.98723 1.04948 -0.693 -0.780 -0.341
N -3.07709 4.25414 -5.99740 0.870 -0.646 -0.225
N -0.44748 4.93139 -2.37296 -0.763 -0.243 0.704
N 4.35886 2.32287 -4.60391 1.420 -1.457 0.394
N -2.92344 4.34937 3.02040 0.639 0.899 -1.554
N -4.50080 -5.35081 -4.44893 -1.087 -0.769 -0.905
N -2.35914 -4.73446 2.49230 0.446 -0.992 1.324
N 5.06086 -3.39268 -5.02220 -1.356 -3.535 1.628
N -3.88525 -5.07813 4.84948 1.884 -0.077 -1.053
N -7.31132 0.77627 -0.86919 0.252 -0.143 -0.985
N 3.30320 -6.40101 2.29689 5.044 -6.597 2.555
N -4.92886 2.59185 -4.91035 -0.143 0.719 -1.306
N -6.04235 5.99054 -0.35356 0.105 -0.304 0.440
N -5.94748 -1.58489 -0.87140 -1.587 0.130 1.443
N -2.49873 -7.16452 3.75124 -1.364 1.875 -2.191
N 1.61915 1.10795 -0.62024 -1.224 0.287 0.976
N 0.82467 -2.76506 6.63400 -0.011 0.465 -0.724
N 7.33651 3.25454 -1.26847 0.119 -0.295 0.223
N 6.39614 -0.12648 3.18352 2.333 0.616 -1.309
N 3.31918 -0.66631 -8.72856 1.227 -0.153 1.122
N 6.73145 1.84502 4.84562 -0.115 0.122 -1.595
N 0.83311 -5.62564 -2.17449 -0.771 -0.092 -0.620
N -1.03502 0.59066 -0.21930 1.568 -1.707 0.159
N -5.56861 4.98171 -5.96778 -0.803 -0.929 2.062
N -0.35251 -0.57263 -5.35476 -0.444 0.181 0.149
N 0.92840 -1.01360 0.97850 -0.921 1.276 0.589
C -3.50633 -4.35245 -4.73941 0.589 0.226 -0.479
C 5.44684 -2.10598 -5.39319 0.625 1.500 -0.144
C 0.70911 4.45783 4.28390 0.410 -1.174 -0.587
C -5.59957 -4.95459 -3.58891 1.009 0.110 -0.206
C -4.06146 1.54036 -4.40067 0.605 0.959 -0.116
C -3.60229 0.30578 4.50956 -2.451 -2.161 -1.227
C 3.60103 0.37479 -7.69591 -0.401 -0.143 -0.498
C -1.45610 1.56914 4.41114 -0.051 -0.314 1.149
C -6.44462 5.71660 1.03908 0.659 -0.207 0.046
C 5.95407 0.36990 1.84081 -0.454 -0.848 2.053
C -6.06345 4.91163 -1.36656 -0.259 0.425 0.453
C -0.02261 -6.38465 -3.11140 0.050 -0.029 1.163
C 0.18668 -3.55005 7.54864 1.262 0.830 2.394
C 0.88296 5.30313 -1.80685 -0.733 -0.974 -0.857
C -0.61716 4.24467 -3.56705 0.811 2.130 2.132
C -2.78903 -3.34580 2.43119 -0.105 -0.383 0.554
C 1.93377 -7.24424 4.25679 -0.504 1.286 0.732
C -4.49033 -6.58430 -5.00840 -0.293 1.013 0.709
C -3.28650 -7.69565 2.57534 0.877 1.187 1.304
C -3.48697 7.47718 3.09806 -0.794 -1.376 -0.631
C -0.91649 0.53626 -6.08783 0.138 0.109 -0.187
C 4.75215 -4.88282 3.63271 -0.298 0.623 -0.518
C -3.41740 3.83205 1.74441 1.755 0.131 -0.837
C 4.56167 1.08075 -3.83791 0.784 -0.096 -0.062
C 4.24680 6.13643 2.70368 0.193 0.285 0.371
C 6.60254 1.96654 6.26100 0.498 0.099 0.656
C -1.64021 5.51750 -1.70412 0.067 -0.294 0.066
C -2.47455 5.57777 -6.07001 0.165 0.808 -0.800
C 1.43592 -1.47360 7.03710 -0.022 -1.028 0.309
C -5.83740 4.44257 -7.31650 -0.188 1.529 0.519
C -1.03089 -1.14052 -4.17848 0.060 0.320 0.212
C -1.81104 -0.19281 6.15086 0.346 1.010 -1.016
C 6.81348 3.63296 0.07946 0.243 -0.164 -1.788
C 0.79384 -1.11789 -5.79420 -0.698 -0.015 -0.582
C -1.54926 1.65812 -1.07939 1.227 0.162 1.322
C 5.02826 -8.04778 3.84750 -0.022 -0.429 -0.886
C -3.79169 4.18904 4.14078 1.051 0.416 1.391
C -6.15092 1.56620 -0.51057 0.593 -1.233 0.791
C -2.81755 3.47781 -7.24348 0.082 -0.808 0.869
C 5.45674 -4.50553 -5.69042 1.478 0.485 -2.028
C 1.57714 -8.23758 2.04418 -0.091 0.221 -0.454
C -2.12744 -0.11289 0.43078 -0.076 0.204 0.342
C 4.19441 -3.54304 -3.79965 0.092 1.109 -0.836
C 5.33410 3.19742 -4.93086 0.250 -0.952 -0.047
C 2.62202 -7.60531 2.93521 2.000 -0.109 1.894
C -3.80051 -4.02322 5.86088 -0.047 0.390 -0.465
C -1.11811 4.99413 5.81644 0.286 0.029 -0.540
C 0.70246 -2.08565 0.04833 0.388 0.599 -1.133
C 9.79106 2.09670 3.96335 0.033 -0.471 0.466
C -1.64013 -8.13899 4.33303 0.072 0.215 0.710
C -5.67470 7.25578 -0.68247 0.055 1.215 2.681
C 1.68448 0.43803 -1.93212 0.255 0.329 1.427
C 7.55983 4.11384 -2.26755 -1.025 2.443 -0.754
C 4.72486 -5.87537 2.44275 -0.413 -2.289 2.703
C -5.87217 6.41871 -5.80346 0.702 -0.221 -0.451
C 1.53525 -6.27811 -1.22769 1.748 1.063 -1.023
C -6.87023 -0.70762 2.04854 0.826 0.391 -0.434
C -8.39503 1.64074 -1.35568 -0.366 -1.362 0.183
C 1.74658 -1.33698 2.19505 -0.496 0.002 -1.992
C -5.22798 -5.14367 4.23767 0.577 0.641 -0.283
C -1.39581 8.03800 3.99408 1.571 -0.020 1.292
C 1.33132 -3.35269 5.36442 0.343 -0.234 0.786
C -5.56348 -2.85092 -0.16072 -0.083 1.269 -1.155
C 3.71337 -8.68128 3.30921 0.803 2.029 -0.429
C 2.93411 7.69307 4.11906 -1.985 2.410 0.806
C -8.76914 -2.09813 1.55385 1.302 2.037 -1.292
C 5.47313 -0.88492 3.96874 -1.030 -0.133 0.349
C -1.07611 -4.95716 1.78841 -1.317 -0.004 -0.780
C 5.68569 -7.08217 2.82869 -1.373 -0.708 0.588
C 2.36686 -0.54411 -9.68203 -0.737 1.853 0.938
C 1.10099 -4.24119 -2.61486 0.475 -0.293 1.155
C 3.04575 2.70371 -4.83992 -3.006 0.608 0.042
C 9.44029 0.56337 2.07779 -1.286 0.229 0.910
C 6.09757 2.99540 4.06966 1.042 -1.397 0.798
C 5.24445 -5.33652 1.14678 -0.556 0.229 -0.200
C -6.38673 2.34016 -4.89211 0.996 0.031 1.214
C 2.47271 2.31513 -0.48180 -0.863 -1.115 -0.459
C 3.99677 -1.98034 -8.46816 -0.865 0.837 0.311
C -5.22903 -1.30790 -2.08263 -0.420 0.061 -0.567
C 7.52120 1.83857 -1.60545 -0.953 -0.027 1.808
C 2.53150 7.61135 1.78543 -0.986 0.649 -1.752
H -0.70335 -8.30322 3.80052 0.051 -0.040 -0.166
H 2.68957 3.35757 -4.04387 -0.601 -0.334 0.183
H -4.56562 3.43413 4.00206 -0.006 0.283 -0.213
H -0.07728 -4.52053 7.10066 -0.412 0.122 0.278
H 7.85110 3.54464 -3.16386 0.300 0.585 -0.037
H 3.49482 1.97408 -0.31733 0.210 0.419 0.338
H 4.60214 5.61655 3.59338 -0.467 0.163 0.328
H 5.91836 -7.69495 1.95778 -0.205 0.111 -0.364
H -1.31404 -4.68371 0.76044 0.293 0.276 -0.309
H 1.18913 4.87103 3.39680 0.121 0.040 0.087
H 4.71005 -4.43750 0.83973 0.327 0.365 0.106
H -1.86059 0.31787 -6.58692 -0.366 -0.184 0.462
H 5.11612 6.69456 2.35600 0.077 -0.144 -0.460
H -5.30870 0.88763 -0.37532 0.122 -0.035 0.363
H -3.10133 -3.97572 -3.80018 -0.110 0.425 0.017
H 6.45830 4.66079 0.00517 0.090 -0.039 -0.005
H -5.32360 5.14169 -7.97630 0.586 -0.663 -0.715
H 8.05187 1.58167 -2.52223 0.456 0.623 0.351
H 5.96620 2.97430 0.27021 0.022 0.024 0.354
H -0.98567 1.39672 -5.42231 -0.126 0.260 -0.297
H 3.14162 8.16877 1.07470 0.929 -0.211 0.166
H -2.58673 3.26112 1.32953 0.066 -0.050 -0.389
H -2.85269 -3.95100 6.39428 -0.047 -0.824 0.102
H -4.23391 3.10999 1.75228 -0.243 0.320 0.785
H 3.49687 -9.38278 4.11489 -1.052 -0.195 -0.497
H -9.24421 0.99163 -1.56936 -0.020 0.136 -0.401
H -4.15208 5.16696 4.45999 -0.731 -0.175 0.212
H 5.17853 3.34130 4.54275 -0.167 -0.496 0.195
H 0.64310 3.37599 4.16824 0.590 -0.343 -0.161
H -6.52952 1.45849 -4.26731 -0.160 -0.341 -0.343
H 4.93788 -1.82157 -7.94166 0.107 0.129 -0.694
H -1.51128 -0.37332 -3.57126 -0.057 0.469 -0.343
H -1.91854 -1.17586 0.55142 -0.104 0.017 0.027
H 9.83110 1.22493 1.30467 0.277 0.036 0.194
H 0.95494 -2.91720 4.43878 -0.315 0.214 0.413
H 5.03342 -6.05853 0.35794 0.325 -0.164 0.024
H -7.48687 5.40090 1.08558 0.043 0.068 0.107
H -3.62417 4.61631 1.01621 -0.292 0.091 -0.065
H -2.04733 5.54817 5.94947 0.126 0.067 -0.446
H 2.68812 -1.76717 1.85366 0.483 0.373 -0.014
H 6.09948 1.11822 6.72508 0.022 -0.124 0.050
H 2.32409 -1.47111 -10.27452 -0.296 0.283 -0.358
H -0.07170 -1.78472 -0.65752 -0.794 -0.273 0.401
H 6.55445 1.21314 1.49936 0.230 -0.522 -0.169
H -4.64321 -4.21023 6.52644 0.163 0.468 0.291
H 4.92923 0.72391 1.95249 -0.255 0.277 -0.075
H 2.44953 -1.67696 7.38256 0.277 0.110 -0.183
H -1.82779 0.49881 6.99317 -0.803 0.094 0.137
H 5.93684 -1.42789 4.79230 0.345 -0.079 -0.337
H 2.43989 2.84854 -1.43181 0.086 0.115 -0.111
H -7.23931 -0.90596 3.05480 -0.071 0.110 -0.149
H -1.37153 8.85196 3.26953 -0.151 -0.131 -0.209
H -1.52372 5.56350 -6.60276 0.504 -0.520 0.687
H -6.84033 3.12242 -4.28350 -0.512 0.200 -0.616
H 5.73447 -4.45067 3.82350 0.142 -0.035 -0.121
H -6.38141 -5.70656 -3.48234 0.454 -0.299 0.082
H 3.94876 5.36782 1.99058 -0.045 0.173 -0.141
H -6.00893 -1.35339 1.87755 0.403 0.113 0.393
H -2.40451 0.31574 1.39391 0.252 -0.009 0.493
H -2.98546 6.26523 -6.74416 -0.881 0.000 -0.129
H -0.84155 -6.01832 1.70469 0.227 0.054 0.613
H 1.39408 -8.00669 4.81849 -0.223 -0.593 -0.754
H -3.41516 7.46593 2.01048 0.094 0.594 -0.259
H 1.88146 -0.39666 2.72957 -0.042 -0.485 0.444
H -0.26426 0.73717 -6.93773 0.271 0.327 0.215
H 3.39163 -2.52739 -7.74522 -0.155 -0.313 -0.062
H -8.99496 -1.87324 2.59622 -0.177 -0.107 -0.183
H -0.35253 -1.61553 -3.46975 0.361 -0.065 -0.509
H 0.94543 -1.03246 7.90480 -0.382 -0.210 -0.226
H -5.34017 7.30908 -1.73007 -0.111 0.454 0.056
H 4.66901 -1.63031 -5.99053 -0.055 0.324 0.320
H 1.50845 -2.17841 -0.67960 0.813 -0.377 0.283
H 1.16930 -4.15792 -3.69952 -0.156 -0.067 0.111
H 0.53345 -3.06031 0.50612 -0.183 0.170 0.101
H 9.42600 2.32981 4.96359 -0.195 -0.317 0.039
H 10.18411 -0.07794 2.55062 0.221 -0.362 -0.694
H -2.28314 -1.14565 6.39024 -0.122 0.308 -0.306
H 10.13613 3.06502 3.60089 -0.453 -0.018 -0.870
H -3.85022 -3.05359 5.36544 -0.685 0.371 0.176
H 1.23037 -6.43084 4.07873 -0.287 0.046 -0.013
H 5.84985 2.70054 3.04995 0.296 0.150 0.037
H 4.36397 -5.26830 4.57549 0.189 -0.578 -0.135
H -3.15326 3.83535 -8.21690 -0.357 0.868 0.275
H 3.96570 -9.15318 2.35962 0.119 -0.561 0.153
H -3.84065 -8.58588 2.87287 -0.133 0.081 0.112
H -4.29099 6.76822 3.29561 -0.411 0.277 0.174
H -6.39390 -3.33404 0.35414 0.126 0.434 0.330
H -3.03681 0.05303 -0.14682 0.019 -0.436 -0.357
H 0.88219 -0.28988 -2.05289 -0.266 0.485 -0.154
H 10.68757 1.48524 4.06572 0.158 -0.067 0.275
H 4.86617 4.11142 -5.32814 0.506 0.234 -0.128
H -5.64604 -4.16409 4.00581 0.322 0.700 0.249
H -1.56999 2.37324 5.13816 0.349 0.296 -0.301
H 2.58335 -5.62526 0.95076 -0.907 0.672 -0.952
H 8.58361 0.03904 1.65439 0.564 -0.658 -0.348
H -5.63698 -1.85912 -2.92988 0.007 -0.300 -0.223
H -1.28646 3.99217 6.21120 0.051 -0.160 0.090
H -6.56550 0.33761 1.99638 0.206 -0.017 0.080
H -3.95317 -6.89465 2.25590 -0.012 -0.364 -0.245
H -8.10044 -2.95561 1.47853 -1.177 -0.896 0.052
H -2.41699 6.12554 -5.12941 0.210 -0.496 0.172
H 6.36437 -2.09325 -5.98147 -0.029 -0.334 -0.014
H 2.59675 -0.15728 -1.97023 0.287 0.123 -0.394
H 3.32343 -2.90167 -3.93432 0.079 0.376 -0.009
H -3.87090 1.81018 -3.36193 -0.043 -0.988 0.486
H -5.14200 4.34763 -1.51123 0.398 0.469 0.292
H -8.76458 2.35244 -0.61744 0.331 0.135 0.342
H 1.77750 8.37063 1.99295 -0.179 -0.527 0.638
H 1.65198 4.80278 -2.39538 -0.060 0.569 -0.529
H 5.61270 0.80645 -3.74744 0.121 0.373 -0.578
H 2.08793 6.79954 1.20898 -0.224 -0.062 0.033
H 4.06963 -4.06085 3.41678 -0.015 0.253 -0.231
H 4.12198 -2.57797 -9.37108 0.044 0.230 0.044
H -9.61670 -1.91061 0.89462 -0.320 -1.534 0.244
H -3.74995 8.46863 3.46678 0.087 -0.170 0.012
H -5.77417 2.30281 -1.22020 -0.617 -0.089 -0.508
H -0.45811 1.14297 4.51352 0.092 0.275 -0.203
H 1.15836 -9.06139 2.62216 -0.073 -0.193 -0.309
H 5.04421 -5.45694 -5.32051 0.003 0.220 0.206
H 6.55680 1.34214 -1.71312 -0.365 0.039 0.014
H 6.76784 3.85282 4.13027 0.185 0.097 -0.517
H -0.68884 2.06374 -1.61159 -0.312 0.498 -0.068
H -2.61451 -7.97420 1.76359 0.059 0.022 -0.211
H -6.87401 4.60271 -7.61295 -0.396 -0.112 0.457
H -1.64447 8.41820 4.98490 -0.082 0.539 0.003
H -0.38115 7.65866 4.11524 0.187 0.113 -0.165
H -1.68501 4.05202 -3.75357 0.162 -0.256 -0.270
H 3.72086 -4.49889 -3.57559 0.804 -0.439 -0.622
H -0.37316 5.46544 6.45754 0.158 0.111 -0.033
H -0.89859 -5.78116 -3.34923 0.350 0.113 -0.649
H 2.06488 2.97933 0.28018 0.336 -0.244 0.219
H -5.26004 -3.58312 -0.90898 0.230 0.019 0.002
H 4.89111 -1.58130 3.36508 0.186 -0.159 -0.176
H 4.66249 0.41531 -7.45145 0.073 -0.071 -0.379
H -3.23224 2.47085 -7.19690 -0.204 -0.001 0.430
H -3.71721 -3.27367 2.99809 -0.050 0.340 -0.121
H 1.97586 -8.57469 1.08737 0.298 -0.293 0.084
H 1.29661 -2.19227 2.69915 -0.371 0.541 0.459
H 5.88829 -0.52223 1.21800 0.364 0.337 -0.652
H -2.54371 4.91475 -1.79623 0.187 -0.271 -0.589
H -3.89681 1.04291 3.74660 0.020 0.192 -0.045
H -5.79541 4.98999 1.52762 -0.133 -0.783 -0.582
H -6.79720 2.20684 -5.89303 -0.215 0.138 0.228
H 2.75919 3.23994 -5.74460 1.059 0.349 -0.348
H -6.31171 5.35747 -2.32973 -0.052 -0.176 0.022
H -5.32636 -7.24646 -4.73491 -0.148 0.189 0.138
H -1.74265 3.32702 -7.34329 0.171 0.184 0.148
H -5.09802 6.97971 -6.32697 0.178 0.362 0.020
H -6.78862 4.14406 -1.09625 -0.409 0.439 0.054
H 4.74712 -3.21618 -2.91887 0.055 -0.021 0.056
H 1.29750 4.63165 5.18483 0.060 0.399 -0.027
H 3.25431 1.36795 -7.98145 0.082 -0.214 -0.504
H -0.46556 -7.25999 -2.63636 0.335 -0.132 0.238
H -4.17693 -1.57611 -1.98652 0.138 0.176 0.138
H -6.34365 2.07446 0.43422 0.165 0.324 0.175
H -6.10282 -4.08679 -4.01524 0.180 0.392 0.500
H 3.31660 7.22937 5.04149 0.431 -0.269 -0.437
H -0.72945 -0.29252 6.05962 -0.121 -0.573 -0.573
H 0.61243 -6.72914 -3.92759 -0.535 0.269 -0.446
H -4.99395 -4.81616 -2.69328 -1.347 0.733 0.878
H 1.29052 -0.74586 -6.70365 -0.604 0.743 0.058
H -5.34925 -0.25880 -2.35290 0.276 0.091 0.129
H -5.95890 -5.54742 4.93827 0.167 -0.634 -0.147
H -5.89394 6.77632 -4.77402 0.121 -0.472 0.077
H 1.06157 4.85160 -0.83098 -0.691 0.352 0.369
H 1.25891 -7.34053 -1.14345 -0.138 0.183 0.401
H 0.76429 -7.56340 1.77425 -0.052 0.221 0.314
H 4.96423 -7.65974 4.86408 -0.428 0.432 -0.099
H -1.98367 2.33451 -0.34327 -0.111 0.945 -0.724
H 6.01823 2.85960 6.48266 0.141 0.005 0.176
H -1.80619 -1.87092 -4.40983 0.031 -0.081 -0.415
H -1.87666 6.49595 -2.12225 0.071 0.123 0.000
H 1.17485 -4.43010 5.31139 -0.518 0.143 0.197
H -4.72063 -2.53757 0.45534 -0.141 -0.781 0.362
H -6.22342 6.53488 1.72434 -0.588 0.647 -0.730
H -2.04854 -2.69210 2.89213 0.087 0.383 -0.038
H 2.40850 1.83293 -4.99401 -0.140 -0.198 0.714
H 1.46241 -0.76758 6.20708 -0.049 -0.151 -0.072
H -4.45194 0.54624 -4.61829 -0.306 0.125 0.483
H 4.25078 1.08512 -2.79320 -0.441 0.781 0.047
H -8.07512 2.18744 -2.24274 -0.069 -0.017 -0.124
H 0.36358 -3.55784 -2.19371 -0.488 -0.146 -0.372
H -1.54098 1.95094 3.39372 -0.588 -0.406 0.057
H 4.05486 0.21568 -4.26559 -0.189 0.227 -0.423
H 7.59225 3.56405 0.83898 -0.070 -0.193 0.072
H 6.66262 -6.80337 3.22363 -0.115 0.725 -0.028
H -2.23011 -9.05546 4.34324 0.323 -0.292 0.400
H 1.68593 1.27300 -2.63279 -0.102 -0.552 -0.698
H 2.01844 -3.88286 -2.14796 0.202 -0.347 -0.180
H -1.41357 -7.78077 5.33724 0.216 -0.489 0.126
H 7.92340 1.44389 -0.67241 0.628 -0.744 -0.424
H 7.60410 2.06302 6.68014 -0.105 0.084 0.635
H 0.98268 6.38825 -1.78097 0.214 -0.110 0.003
H 6.31435 -5.20144 1.30543 -0.004 0.387 -0.476
H 2.56112 -6.87934 5.07004 0.787 0.239 -0.398
H -2.65357 -4.64407 -5.35248 -0.090 -1.160 0.379
H -5.23427 -5.57599 3.23709 0.095 -0.769 0.415
H -3.12592 3.85101 4.93487 -0.556 -0.255 0.514
H 2.41828 -3.27159 5.35853 0.193 0.343 -0.012
H -6.79655 6.75372 -6.27396 -0.329 -0.605 0.015
H -5.64358 3.37817 -7.44915 0.526 0.324 0.101
H -3.08292 1.55305 -4.88067 -0.014 0.263 -0.187
H 5.63715 -8.94153 3.98375 0.613 0.114 -0.093
H -2.33676 1.35506 -1.76940 0.183 -0.477 -0.035
H -3.85746 -3.56734 -5.40904 -0.722 0.504 0.537
H 5.65109 -1.54506 -4.48119 -0.113 0.308 -0.085
H -2.96306 -3.04668 1.39758 0.075 -0.051 0.001
H -1.54499 5.61255 -0.62245 0.719 0.058 -0.001
H 4.75102 -0.22701 4.45229 -0.397 0.298 0.091
H -0.24977 -4.33745 2.13657 0.111 -0.242 0.319
H 3.10193 0.19347 -6.74401 -0.179 -0.455 0.050